{
  "formula": "C28H42N10O8",
  "method": "ωB97M-V/def2-TZVPD",
  "orbital_gap_ev": 6.693,
  "homo_energy_ev": -7.56,
  "smiles": "C[N+](=O)[O-].C[N+](=O)[O-].C[N+](=O)[O-].C[N+](=O)[O-].c1cc[nH]c1.c1cc[nH]c1.c1cc[nH]c1.c1cc[nH]c1.c1cc[nH]c1.c1cc[nH]c1",
  "total_energy_ev": -60969.110,
  "species": ["C", "N", "O", "O", "H", "H", "H", "C", "N", "O", "O", "H", "H", "H", "C", "N", "O", "O", "H", "H", "H", "C", "N", "O", "O", "H", "H", "H", "C", "C", "C", "N", "C", "H", "H", "H", "H", "H", "C", "C", "C", "N", "C", "H", "H", "H", "H", "H", "C", "C", "C", "N", "C", "H", "H", "H", "H", "H", "C", "C", "C", "N", "C", "H", "H", "H", "H", "H", "C", "C", "C", "N", "C", "H", "H", "H", "H", "H", "C", "C", "C", "N", "C", "H", "H", "H", "H", "H"],
  "coordinates": [[-72.8201, 24.6663, -5.7976], [-72.3236, 23.7029, -6.8436], [-71.6403, 24.0618, -7.8092], [-72.7591, 22.4785, -6.7559], [-72.4289, 25.6424, -6.0389], [-72.2285, 24.3410, -5.0353], [-73.9094, 24.7529, -5.7472], [-70.5676, 16.7616, -6.0738], [-71.3308, 17.6775, -6.9816], [-72.1781, 17.2039, -7.6936], [-70.8302, 18.7699, -7.0757], [-70.3606, 15.9423, -6.7795], [-71.3348, 16.4098, -5.4585], [-69.8066, 17.3452, -5.7404], [-66.9576, 21.0209, -3.0503], [-68.1994, 21.5337, -3.6776], [-68.4991, 22.6775, -3.3026], [-68.8865, 20.7568, -4.3426], [-66.1257, 21.5633, -3.1328], [-66.4596, 20.0170, -3.1724], [-67.1546, 21.2506, -1.9233], [-69.5485, 21.7053, -7.8135], [-68.5341, 22.6610, -7.8421], [-68.7135, 23.5792, -7.0704], [-67.2901, 22.3510, -8.3264], [-69.9024, 21.3611, -6.8190], [-68.9164, 20.7805, -8.1426], [-70.3600, 22.2253, -8.4677], [-64.9556, 26.9966, -9.0947], [-63.9987, 27.5159, -8.1694], [-63.9535, 26.7953, -6.9244], [-64.8456, 25.7266, -7.1475], [-65.4691, 25.7567, -8.3825], [-65.1417, 27.4505, -10.2161], [-63.3588, 28.5350, -8.2808], [-63.6665, 26.9165, -6.0767], [-65.2161, 24.9331, -6.5204], [-66.2641, 24.9653, -8.5191], [-63.2158, 22.8458, -6.0838], [-64.5417, 22.3615, -6.4146], [-65.5065, 23.1889, -5.5233], [-64.9062, 23.9570, -4.6792], [-63.5123, 23.7860, -4.8587], [-62.3044, 22.4355, -6.5674], [-64.6177, 21.5988, -7.1506], [-66.5164, 23.1009, -5.3511], [-65.2034, 24.4698, -4.0982], [-62.6908, 24.2601, -4.3749], [-68.7103, 28.1755, -4.8923], [-69.3581, 27.3851, -3.7961], [-69.3372, 25.9667, -4.1743], [-68.6535, 25.8832, -5.4005], [-68.1538, 27.1014, -5.8740], [-68.6657, 29.2377, -4.9200], [-69.8587, 27.8243, -2.9606], [-69.6778, 25.0442, -3.6603], [-68.3087, 24.9306, -5.8518], [-67.6137, 27.1119, -6.7804], [-69.0064, 16.7492, -10.0065], [-68.1499, 17.8534, -9.4085], [-66.6925, 17.3809, -9.4498], [-66.7669, 16.1169, -10.0571], [-67.9500, 15.6594, -10.3319], [-69.9924, 16.8124, -10.1852], [-68.4793, 18.7943, -9.1966], [-65.7361, 17.7093, -9.3230], [-66.0676, 15.4668, -10.3089], [-68.2952, 14.7795, -10.9633], [-71.8106, 22.2074, -11.8159], [-70.8706, 21.2670, -11.0787], [-69.4967, 21.9656, -11.2450], [-69.6752, 23.1469, -11.9423], [-70.9756, 23.2878, -12.4633], [-73.0110, 21.9872, -11.9461], [-71.3142, 20.3298, -10.6353], [-68.5290, 21.6810, -10.9011], [-69.0298, 23.7893, -12.0801], [-71.3531, 24.1690, -13.1064], [-64.1949, 20.2314, -11.8051], [-65.3868, 20.7479, -10.9760], [-64.8043, 22.1390, -10.4749], [-63.4881, 22.3075, -10.9086], [-63.0671, 21.2557, -11.6603], [-64.2759, 19.2784, -12.3260], [-66.2204, 20.2176, -10.5406], [-65.4515, 22.8733, -9.9004], [-63.0184, 23.2699, -10.7982], [-62.1090, 21.2392, -11.9623]],
  "forces_ev_per_a": [[0.08, 1.01, -2.71], [-1.78, -3.63, -2.73], [-0.97, -0.02, 2.20], [1.58, 4.19, 0.32], [0.16, 0.25, -0.45], [0.58, -0.84, 3.10], [0.42, -0.88, 0.24], [-2.69, -1.46, -3.11], [1.87, -0.66, -0.61], [-0.88, 0.17, 0.04], [-0.53, 1.39, -0.25], [0.68, 0.25, 0.57], [-0.58, -0.59, 1.80], [2.23, 0.97, 1.44], [-1.25, -2.23, 3.99], [-0.44, -0.48, 0.30], [0.14, -1.55, -1.26], [0.88, 1.52, 0.59], [2.74, 3.35, -1.42], [-2.08, 0.40, -0.46], [0.07, -1.02, -1.82], [-0.93, -3.47, -2.45], [6.85, 0.00, 2.22], [0.52, 0.74, -1.16], [-5.55, 1.68, 1.28], [0.22, 1.29, -0.32], [-2.17, 1.30, -0.48], [0.96, -1.92, 0.91], [-0.46, -2.04, 0.11], [1.38, 2.26, 1.53], [-5.83, -2.52, -12.87], [-1.27, -0.63, -0.32], [1.01, 2.46, -0.52], [0.32, -1.60, 3.33], [-1.74, -2.70, 0.03], [4.08, 1.78, 9.70], [1.37, 1.99, -1.07], [1.13, 1.20, -0.39], [-4.30, 1.55, 3.86], [0.34, 4.15, 3.57], [0.94, -4.76, -4.57], [11.78, -8.73, -9.35], [1.12, -2.28, -4.02], [-0.56, 0.83, 0.91], [-1.18, -0.23, -0.47], [-2.30, -0.49, -0.44], [-5.75, 8.95, 10.23], [-0.27, 0.78, 0.70], [0.63, -6.15, -0.56], [1.14, -1.68, -3.86], [0.87, 2.69, -0.41], [1.45, -1.13, -0.12], [-3.72, 1.84, 4.83], [0.32, 0.43, -0.25], [-0.15, -0.03, 0.35], [0.33, 0.97, -0.49], [-1.27, 2.92, 1.35], [0.46, 0.32, -0.72], [9.68, -0.23, 1.65], [3.11, -6.20, -2.43], [-6.76, -1.53, -1.56], [0.62, 0.88, 0.83], [-7.86, 2.37, -0.82], [-3.21, -0.15, -0.59], [-0.67, 2.28, 0.85], [2.00, 1.51, 0.75], [1.64, 0.11, 0.21], [1.40, 1.01, 1.18], [1.62, -0.02, -0.97], [0.98, 4.39, -2.46], [-4.90, -1.33, 0.36], [-5.61, -4.84, 0.02], [-2.35, -1.79, 2.35], [3.56, 0.83, 0.20], [1.44, 1.16, -0.32], [0.38, -0.08, 0.23], [3.86, 3.30, -0.84], [1.07, -1.62, 1.41], [-0.30, 3.95, 3.01], [6.85, 4.24, -0.40], [-2.50, -3.60, -0.80], [-2.20, 1.37, 0.78], [-6.15, -2.94, 0.29], [0.73, 0.38, 0.08], [-0.18, 0.20, -0.43], [1.57, -0.82, -0.77], [-0.85, -2.49, -0.31], [2.97, -0.28, -1.34]]
}



{
  "formula": "C21H15N2O2",
  "method": "ωB97M-V/def2-TZVPD",
  "orbital_gap_ev": 3.582,
  "homo_energy_ev": -2.88,
  "total_charge": -1,
  "relative_energy_ev": 0.114,
  "total_energy_ev": -29094.417,
  "species": ["C", "C", "C", "C", "C", "N", "C", "C", "N", "C", "C", "C", "C", "C", "C", "C", "C", "H", "H", "H", "H", "H", "H", "H", "H", "H", "H", "H", "C", "C", "C", "O", "C", "C", "C", "O", "H", "H", "H", "H"],
  "coordinates": [[-4.6472, -1.0203, 2.3062], [-3.9831, -2.2019, 2.6331], [-2.5884, -2.2389, 2.6612], [-1.8223, -1.1105, 2.3052], [-0.3459, -1.1016, 2.2787], [0.2279, 0.0672, 2.1618], [1.4039, 0.6160, 2.1031], [1.5890, 1.7777, 1.3216], [1.7317, 2.7223, 0.6350], [0.4141, -2.3634, 2.2745], [-0.0527, -3.4266, 1.4751], [0.6556, -4.6220, 1.3950], [1.8572, -4.7546, 2.0924], [2.3351, -3.7075, 2.8910], [1.6372, -2.4990, 2.9595], [-2.5033, 0.0891, 2.0166], [-3.8984, 0.1258, 1.9910], [-5.7371, -0.9884, 2.3117], [-4.5519, -3.0968, 2.8793], [-2.0796, -3.1546, 2.9532], [2.2979, 0.1406, 2.5481], [-0.9880, -3.3146, 0.9187], [0.2819, -5.4456, 0.7820], [2.4392, -5.6694, 2.0035], [3.2756, -3.8171, 3.4411], [1.9991, -1.6601, 3.5609], [-1.9098, 0.9823, 1.8114], [-4.4045, 1.0599, 1.7475], [2.2046, 5.1179, 2.5142], [2.2506, 4.2037, 3.5123], [2.4633, 4.6626, 4.9094], [3.0136, 3.9431, 5.7631], [2.0460, 6.0543, 5.1812], [1.7359, 6.9053, 4.1841], [1.8393, 6.5283, 2.7619], [1.6208, 7.3247, 1.8337], [2.3041, 4.8250, 1.4768], [2.3548, 3.1447, 3.3220], [2.0570, 6.3694, 6.2281], [1.4078, 7.9283, 4.3834]],
  "forces_ev_per_a": [[0.07, 0.13, -0.13], [0.22, 0.32, 0.05], [-0.09, 0.18, -0.17], [-0.06, 0.21, -0.05], [0.68, 0.21, 0.54], [-1.98, 0.14, -0.78], [1.64, -0.82, 0.61], [-0.07, 1.47, -0.71], [-0.07, -1.41, 0.95], [-0.09, 0.12, 0.07], [0.18, -0.41, 0.10], [0.06, 0.34, 0.05], [0.25, 0.06, 0.29], [0.00, 0.12, -0.32], [-0.25, -0.29, -0.11], [-0.65, -0.09, -0.12], [0.28, -0.31, 0.28], [0.24, 0.02, -0.06], [0.09, 0.15, 0.02], [-0.15, 0.15, -0.07], [-0.09, 0.25, -0.67], [0.40, 0.02, 0.21], [0.13, 0.26, 0.14], [-0.13, 0.09, 0.09], [-0.32, -0.02, -0.23], [-0.13, -0.45, -0.14], [-0.22, -0.35, 0.00], [0.07, -0.19, 0.05], [-0.39, -0.75, 0.28], [0.74, 0.77, -0.46], [0.54, -1.37, 0.76], [-1.17, 1.49, -1.47], [0.01, 0.86, -0.03], [-0.14, 0.29, 0.95], [0.11, 0.60, -1.31], [0.35, -1.22, 1.79], [-0.23, -0.18, 0.02], [0.10, -0.01, -0.10], [-0.10, -0.09, -0.33], [0.17, -0.27, 0.00]]
}



{
  "formula": "C39H63BaOP4Si",
  "method": "ωB97M-V/def2-TZVPD",
  "orbital_gap_ev": 6.466,
  "homo_energy_ev": -8.61,
  "total_charge": 1,
  "relative_energy_ev": 0.000,
  "total_energy_ev": -89238.239,
  "species": ["Ba", "C", "C", "C", "P", "C", "C", "C", "C", "C", "C", "C", "C", "C", "Si", "C", "C", "C", "C", "C", "C", "P", "C", "C", "C", "C", "C", "C", "C", "C", "C", "C", "C", "C", "P", "C", "C", "C", "C", "C", "C", "H", "H", "H", "H", "H", "H", "H", "H", "H", "H", "H", "H", "H", "H", "H", "H", "H", "H", "H", "H", "H", "H", "H", "H", "H", "H", "H", "H", "H", "H", "H", "H", "H", "H", "H", "H", "H", "H", "H", "H", "H", "H", "H", "H", "H", "H", "H", "H", "H", "H", "H", "H", "H", "H", "C", "P", "C", "C", "O", "H", "H", "H", "H", "H", "H", "H", "H", "H"],
  "coordinates": [[0.7785, -0.6071, 1.4132], [0.9720, 4.0600, -1.9464], [-0.3106, 3.8553, -1.1455], [-0.9911, 5.1889, -0.8453], [-0.1534, 2.7353, 0.3570], [0.1859, 3.8905, 1.7677], [1.5817, 4.4930, 1.5871], [0.1100, 3.1573, 3.1035], [-1.9246, 2.2928, 0.5114], [-2.8194, 3.0246, 1.2886], [-4.1627, 2.6778, 1.3494], [-4.6169, 1.5985, 0.6089], [-3.7331, 0.8748, -0.1821], [-2.3706, 1.1881, -0.2583], [-1.0952, -0.0589, -0.9748], [-0.1189, 0.6730, -2.4798], [-0.8682, 1.2006, -3.5377], [-0.3048, 1.5460, -4.7547], [1.0509, 1.3374, -4.9628], [1.8277, 0.8473, -3.9273], [1.2741, 0.5404, -2.6792], [2.3787, 0.1148, -1.2735], [3.4475, -1.3137, -1.8134], [3.9202, -2.0436, -0.5490], [4.6392, -1.0712, -2.7375], [3.4457, 1.6238, -1.0297], [4.4312, 1.3795, 0.1177], [4.1536, 2.2859, -2.2086], [-2.0974, -1.4128, -1.8813], [-3.1584, -1.1933, -2.7616], [-3.7920, -2.2360, -3.4199], [-3.3634, -3.5386, -3.2148], [-2.3113, -3.7883, -2.3478], [-1.6833, -2.7419, -1.6716], [-0.2623, -2.9914, -0.5361], [0.2872, -4.7415, -0.9460], [-0.4802, -5.9326, -0.3685], [1.7844, -4.9225, -0.6958], [-1.0341, -3.0775, 1.1725], [0.0573, -3.5436, 2.1510], [-2.3426, -3.8332, 1.3899], [0.7541, 4.6857, -2.8147], [1.3627, 3.1131, -2.3148], [1.7548, 4.5628, -1.3756], [-0.9857, 3.2636, -1.7692], [-0.3475, 5.8500, -0.2620], [-1.9343, 5.0594, -0.3146], [-1.2084, 5.7014, -1.7845], [-0.5426, 4.7045, 1.7706], [2.3450, 3.7090, 1.5607], [1.8175, 5.1592, 2.4192], [1.6637, 5.0707, 0.6680], [0.8386, 2.3430, 3.1597], [-0.8818, 2.7394, 3.2797], [0.3366, 3.8450, 3.9223], [-2.4764, 3.8827, 1.8549], [-4.8465, 3.2547, 1.9590], [-5.6637, 1.3221, 0.6390], [-4.1167, 0.0278, -0.7371], [-1.9351, 1.3441, -3.4040], [-0.9220, 1.9575, -5.5435], [1.5040, 1.5690, -5.9180], [2.8878, 0.7217, -4.0947], [2.7260, -1.9576, -2.3304], [4.5661, -1.4084, 0.0591], [4.4920, -2.9380, -0.8057], [3.0734, -2.3696, 0.0636], [5.4121, -0.4851, -2.2383], [4.3686, -0.5623, -3.6594], [5.0873, -2.0287, -3.0123], [2.6986, 2.3336, -0.6579], [5.2420, 0.7138, -0.1812], [3.9460, 0.9423, 0.9968], [4.8844, 2.3233, 0.4268], [4.9387, 1.6550, -2.6239], [4.6244, 3.2108, -1.8655], [3.4647, 2.5503, -3.0075], [-3.4997, -0.1819, -2.9498], [-4.6099, -2.0332, -4.0995], [-3.8441, -4.3603, -3.7294], [-1.9904, -4.8114, -2.2176], [0.1507, -4.7474, -2.0328], [-0.2713, -6.0641, 0.6942], [-0.1525, -6.8480, -0.8665], [-1.5585, -5.8577, -0.4891], [2.0335, -4.8656, 0.3668], [2.3710, -4.1724, -1.2235], [2.1021, -5.9062, -1.0479], [-1.3068, -2.0226, 1.3445], [0.0405, -4.6316, 2.1977], [-0.0928, -3.1783, 3.1743], [1.0734, -3.2932, 1.8149], [-2.1958, -4.9106, 1.3729], [-3.0755, -3.5747, 0.6248], [-2.7692, -3.5741, 2.3636], [-2.6022, 0.1571, 3.7120], [-1.2080, -0.1823, 4.7912], [-1.1847, 1.0851, 6.0592], [-1.5888, -1.7282, 5.6255], [0.0944, -0.2559, 4.0250], [-3.5500, 0.1052, 4.2486], [-2.6150, -0.5884, 2.9122], [-2.5080, 1.1437, 3.2553], [-2.1440, 1.1381, 6.5742], [-0.9701, 2.0479, 5.5957], [-0.4004, 0.8570, 6.7809], [-2.4822, -1.6256, 6.2419], [-0.7479, -2.0102, 6.2591], [-1.7577, -2.5140, 4.8885]],
  "forces_ev_per_a": [[0.47, 0.51, 0.42], [0.01, -0.03, -0.01], [0.02, 0.00, 0.06], [0.00, -0.04, 0.00], [0.00, 0.03, -0.04], [0.09, 0.05, -0.05], [-0.02, 0.00, 0.00], [-0.04, 0.03, 0.00], [-0.02, -0.02, -0.06], [-0.03, 0.02, -0.01], [0.01, 0.03, 0.01], [0.01, -0.01, -0.02], [-0.04, -0.03, 0.03], [0.08, 0.02, 0.10], [0.09, 0.18, -0.09], [-0.02, -0.03, 0.01], [0.01, 0.02, -0.02], [0.01, 0.00, 0.01], [0.00, 0.00, 0.01], [-0.02, -0.01, -0.04], [-0.03, 0.06, 0.05], [-0.16, 0.00, -0.13], [-0.01, 0.02, 0.02], [-0.01, 0.00, -0.01], [0.00, 0.01, 0.00], [0.00, -0.01, 0.05], [-0.02, 0.01, -0.02], [0.01, 0.00, 0.01], [0.02, -0.10, 0.14], [-0.03, 0.00, -0.04], [0.01, 0.02, 0.01], [0.01, 0.00, 0.01], [-0.03, -0.04, -0.03], [-0.02, 0.17, 0.01], [0.00, -0.43, -0.10], [-0.04, 0.04, -0.02], [0.00, -0.01, -0.01], [0.01, -0.01, 0.00], [0.04, -0.12, -0.03], [-0.20, -0.17, 0.12], [-0.06, 0.02, -0.07], [0.01, 0.00, -0.01], [-0.01, 0.00, 0.00], [0.00, -0.01, 0.01], [-0.01, 0.00, -0.01], [0.00, 0.00, 0.02], [-0.01, 0.01, 0.02], [-0.01, 0.00, 0.00], [0.00, 0.00, -0.03], [-0.01, 0.00, -0.01], [0.00, -0.01, 0.01], [0.00, 0.02, 0.02], [-0.01, -0.02, -0.02], [-0.01, -0.03, -0.01], [0.00, 0.00, 0.00], [0.00, -0.01, 0.01], [0.00, 0.00, 0.00], [0.00, -0.01, 0.00], [0.00, 0.00, 0.00], [0.00, 0.00, -0.01], [0.00, 0.00, 0.00], [0.00, 0.00, 0.00], [-0.02, -0.01, 0.00], [0.00, -0.01, 0.01], [0.01, -0.01, 0.00], [-0.01, 0.00, -0.01], [0.00, 0.00, 0.00], [0.00, 0.00, 0.00], [0.00, -0.01, 0.00], [0.00, 0.00, 0.00], [-0.02, 0.00, -0.01], [0.01, 0.00, 0.00], [0.01, 0.00, 0.00], [0.00, 0.00, 0.01], [-0.01, 0.00, -0.01], [0.01, -0.01, 0.00], [0.01, 0.02, 0.01], [0.00, 0.00, 0.01], [0.00, 0.00, 0.00], [0.00, 0.00, 0.00], [0.01, -0.01, 0.01], [0.01, -0.01, 0.01], [0.00, 0.00, 0.00], [0.00, 0.00, 0.00], [0.00, 0.01, -0.02], [0.00, 0.01, 0.00], [0.00, 0.01, 0.00], [0.01, 0.00, 0.00], [-0.08, -0.01, 0.02], [0.07, 0.01, 0.06], [0.05, 0.03, -0.13], [-0.03, -0.03, 0.13], [0.00, 0.01, 0.01], [0.00, 0.01, 0.01], [0.00, -0.01, 0.00], [-0.01, -0.02, -0.04], [0.19, -0.03, -0.07], [0.00, 0.01, -0.03], [0.01, 0.03, 0.02], [-0.26, -0.11, -0.26], [0.01, 0.00, 0.02], [-0.05, 0.01, 0.00], [0.00, -0.02, -0.02], [0.00, 0.00, 0.00], [0.00, 0.00, 0.02], [0.01, 0.01, 0.00], [-0.01, 0.00, 0.00], [0.00, -0.01, 0.00], [0.01, 0.00, 0.00]]
}



| no. | maximum force (hartree/bohr) |
| --- | --- |
| 1 | 0.338 |
| 2 | 0.047 |
| 3 | 0.016 |